(1)
{"formula": "C20H20N4O2S2", "method": "wB97M-V/def2-TZVPD", "max_force_ha_per_bohr": 0.35812, "e_above_lowest_kj_mol": 2048.8, "total_charge": 0, "homo_lumo_gap_ev": 7.48, "species": ["C", "H", "H", "H", "O", "C", "C", "C", "C", "C", "C", "H", "H", "C", "H", "H", "S", "C", "N", "N", "C", "N", "C", "O", "C", "C", "N", "S", "C", "C", "C", "C", "C", "H", "C", "H", "H", "H", "H", "H", "H", "H", "C", "H", "H", "H", "H", "H"], "xyz": [[0.831373, -0.580066, -3.201983], [0.275554, 0.161867, -2.875677], [0.363811, -1.295708, -3.863218], [1.780824, -0.334968, -3.758035], [1.205726, -1.530599, -2.331484], [0.230526, -1.816397, -1.401886], [-1.227379, -1.556682, -1.547099], [-1.844083, -2.254748, -0.662411], [-1.397573, -2.909378, 0.445886], [-0.143131, -3.155409, 0.663206], [0.950995, -2.490381, -0.197636], [1.994116, -2.707095, -0.235358], [0.169310, -3.802753, 1.378017], [-2.359002, -3.249722, 1.690456], [-3.354774, -3.605019, 1.163513], [-2.103930, -3.957841, 2.253866], [-2.851068, -1.853555, 2.709421], [-1.079751, -1.433822, 3.038778], [-0.095318, -2.225436, 3.928211], [1.028325, -1.570089, 3.763918], [1.059435, -0.769972, 2.691348], [2.063838, 0.172417, 2.319660], [1.966939, 0.941902, 1.299590], [2.819965, 1.629441, 0.849135], [0.790802, 0.933793, 0.701620], [-0.509018, 0.281485, 1.398151], [-0.433042, -0.621580, 2.246493], [-1.909507, 0.743673, 0.760531], [-1.364822, 1.984975, -0.421436], [-0.013700, 1.933441, -0.207673], [1.046628, 2.811961, -1.045736], [0.135798, 3.822029, -1.884555], [-1.111015, 3.257769, -2.397307], [-1.759743, 3.969154, -3.124303], [-2.126291, 2.678996, -1.443592], [-2.693729, 2.100269, -1.720707], [-2.496573, 3.354343, -0.945218], [-0.920074, 2.640884, -2.963353], [0.730959, 4.436548, -2.503190], [-0.173278, 4.803474, -1.013419], [1.523972, 3.300766, -0.318302], [1.428264, 2.488016, -1.728212], [3.323285, -0.218331, 2.747085], [3.278017, 0.054582, 3.769221], [3.666809, -1.319165, 2.700641], [4.013495, 0.112379, 2.279309], [-3.112083, -2.091133, -0.678399], [-1.599880, -1.264316, -2.327864]], "forces_ev_per_angstrom": [[3.65, -3.62, -5.57], [-2.51, 3.74, 1.70], [-1.43, 1.23, -1.72], [-1.08, 0.64, 0.63], [-0.07, -0.99, 4.67], [3.50, -1.25, 2.63], [10.27, -3.26, 5.13], [-8.80, -0.02, 3.06], [-4.14, -0.61, 2.96], [7.46, 2.48, -3.53], [-8.05, -0.19, -1.95], [0.40, -0.01, 0.04], [0.88, -1.53, 2.52], [-4.39, 4.53, -8.34], [1.56, 0.67, 1.19], [2.75, -5.72, 4.40], [2.42, 0.50, 0.44], [-0.40, -4.08, 2.70], [-4.18, 4.00, -2.76], [2.13, 0.38, -2.45], [-2.99, 0.14, 2.02], [-2.18, -5.72, 3.04], [0.17, 1.55, -2.04], [4.57, 2.35, -0.86], [-15.02, 0.69, -1.80], [4.43, 5.95, -6.90], [6.91, -4.31, 6.26], [-4.16, 1.61, -1.63], [4.19, -3.70, 3.84], [5.52, -0.30, -1.71], [-14.08, 6.04, 10.22], [-0.26, 3.98, 6.17], [-6.14, 11.33, 5.65], [1.66, -0.84, 1.72], [14.13, 4.31, 2.20], [-10.70, -10.08, -6.26], [-4.74, 7.43, 4.47], [3.73, -11.63, -10.33], [0.48, 0.14, -1.40], [0.59, -2.80, -2.31], [2.61, 1.82, 2.06], [8.91, -8.06, -12.50], [-4.95, -6.41, 7.00], [1.25, 0.05, 1.29], [-1.76, 0.99, 0.09], [8.28, 5.60, -5.82], [3.45, -0.72, 0.02], [-3.88, 3.69, -8.21]], "mulliken_charge": [-0.5813, -0.1434, 0.5344, 0.2315, -0.3923, 0.8591, -1.7826, 0.2332, 0.3514, -0.1408, -1.0515, 0.5779, 0.5744, -1.5918, 0.4436, 0.7255, -0.1379, 0.5079, -0.7066, -0.3161, 0.0307, 0.0144, 0.9422, -0.7694, -0.5658, 0.7648, 0.3797, -0.3601, 1.3233, -0.0614, -1.8747, -0.7986, -0.9501, 0.2622, -2.5927, 1.2625, 0.6963, 0.5938, 0.5145, 0.2380, 0.5672, 1.0607, -1.6191, 0.3938, 0.3075, 0.7673, 0.0152, 1.2632]}

=====

(2)
{"formula": "C20H20N5O2PtS2", "method": "wB97M-V/def2-TZVPD", "max_force_ha_per_bohr": 0.02051, "e_above_lowest_kj_mol": 0.0, "total_charge": 1, "homo_lumo_gap_ev": 6.36, "species": ["Pt", "O", "C", "C", "C", "C", "C", "C", "C", "O", "N", "N", "C", "C", "C", "C", "C", "C", "N", "H", "H", "H", "H", "H", "H", "H", "H", "H", "H", "C", "C", "S", "C", "C", "S", "H", "H", "H", "H", "H", "H", "N", "C", "C", "N", "C", "H", "H", "H", "H"], "xyz": [[-0.958692, 0.203615, -0.624870], [-0.685397, -3.207048, 2.376754], [-1.087602, -2.449829, 3.417091], [-1.180451, -3.085649, 4.655170], [-1.591884, -2.383495, 5.765916], [-1.914754, -1.027821, 5.678148], [-1.807782, -0.390250, 4.465191], [-1.392833, -1.080062, 3.315000], [-1.272675, -0.354719, 2.049188], [-1.156841, -1.060177, 0.948946], [-1.277799, 0.969596, 2.080446], [-1.146435, 1.462611, 0.825458], [-1.215769, 2.713831, 0.533902], [-1.084212, 3.011562, -0.892655], [-1.085891, 4.293796, -1.411982], [-0.949543, 4.466512, -2.782164], [-0.810881, 3.355917, -3.596403], [-0.816973, 2.097032, -3.019137], [-0.958033, 1.925304, -1.707207], [-0.765212, -2.665908, 1.571064], [-0.931686, -4.136251, 4.710006], [-1.670936, -2.895201, 6.716215], [-2.243722, -0.485353, 6.552807], [-2.044578, 0.659926, 4.372289], [-1.381867, 3.467654, 1.291047], [-1.188835, 5.139511, -0.747238], [-0.949116, 5.461529, -3.205282], [-0.699224, 3.449631, -4.666427], [-0.711178, 1.195341, -3.607005], [4.694883, 0.032509, 0.754495], [3.340578, 0.104220, 0.109981], [1.996676, 0.237905, 0.993817], [3.309265, 0.060657, -1.416538], [4.607810, 0.242944, -2.159257], [1.935672, -0.164934, -2.245154], [4.589108, -0.018301, 1.833753], [5.283317, 0.916320, 0.499464], [5.252177, -0.838736, 0.404699], [5.491455, 0.237336, -1.533927], [4.572177, 1.197576, -2.688532], [4.702568, -0.531645, -2.918768], [-1.287282, -3.095984, -3.187646], [-2.392017, -2.396815, -3.606658], [-2.364790, -1.222087, -2.927474], [-1.251137, -1.204175, -2.113308], [-0.626853, -2.350641, -2.289148], [-1.009668, -4.012376, -3.498188], [-3.085800, -2.791794, -4.325698], [-3.059073, -0.401306, -2.953133], [0.281737, -2.652276, -1.797048]], "forces_ev_per_angstrom": [[-1.02, 0.18, -0.20], [-0.04, 0.07, -0.08], [-0.01, -0.04, 0.00], [-0.01, 0.04, -0.02], [-0.01, 0.01, 0.02], [0.01, -0.01, -0.02], [0.03, 0.02, 0.04], [-0.01, 0.00, -0.06], [0.04, -0.15, 0.12], [0.14, 0.00, 0.06], [0.01, 0.04, -0.15], [0.16, 0.11, 0.26], [0.03, -0.08, -0.13], [0.02, -0.02, 0.06], [0.01, -0.07, -0.05], [0.00, 0.00, 0.03], [0.00, -0.02, -0.02], [-0.01, 0.03, 0.00], [0.13, 0.00, 0.02], [0.03, -0.03, 0.05], [0.00, -0.01, -0.01], [0.01, 0.00, 0.01], [0.00, 0.00, 0.00], [0.00, 0.00, 0.00], [0.00, -0.01, 0.03], [0.00, 0.00, 0.01], [0.00, 0.00, -0.01], [0.00, 0.01, 0.00], [0.02, 0.01, -0.01], [-0.06, -0.05, 0.09], [0.03, -0.04, -0.31], [0.15, 0.03, 0.01], [0.07, 0.06, 0.27], [-0.10, 0.04, -0.09], [0.17, -0.05, 0.03], [0.01, 0.00, -0.02], [0.01, 0.02, 0.01], [0.01, -0.01, -0.02], [0.02, -0.02, 0.06], [0.00, 0.00, 0.01], [0.00, 0.02, -0.01], [0.03, 0.01, 0.00], [-0.01, 0.00, 0.00], [0.02, 0.00, -0.06], [0.15, -0.11, 0.08], [0.04, 0.00, 0.00], [-0.01, 0.01, 0.00], [-0.01, 0.01, -0.01], [-0.02, -0.01, 0.01], [-0.01, 0.00, 0.02]], "mulliken_charge": [0.7019, -0.6570, 0.4433, -0.7027, -0.2804, -0.8045, -0.4258, 0.3338, 0.7233, -0.8779, -1.1262, 0.7322, -0.3561, 0.5732, -0.8774, -0.2305, -0.8961, 0.1877, -0.0964, 0.3882, 0.4475, 0.3917, 0.4027, 0.4278, 0.4653, 0.4352, 0.4360, 0.4041, 0.5379, -1.6303, 0.6587, -0.1890, 0.4989, -1.2764, -0.1661, 0.3937, 0.4022, 0.3933, 0.3589, 0.3040, 0.3406, -0.0404, -0.5556, -0.3478, -0.1253, -0.3674, 0.2215, 0.4064, 0.4906, 0.5288]}